Record 1
Computed, not measured: 13 unconnected molecules or ions with the total composition C4H36N2O13S, with wB97M-V/def2-TZVPD.

Values from the calculation:
**HOMO-LUMO gap**: 0.3357 Ha
**LUMO**: -0.21 eV
**Calculated total energy**: -1659.78150 Ha
**ΔE to the lowest compared entry with this formula, charge and spin**: 0.000 eV
**Total charge**: 0

Bonds (Å) are listed after each position.
Positions of all 56 atoms, in Å:
1 H 2.330 -1.779 1.986  O48 1.020
2 N -1.804 -0.225 1.751  C31 1.480, C35 1.445, H39 1.045
3 O -1.068 -2.202 0.743  C35 1.452, H47 0.967
4 H -0.583 -1.507 -2.946  O13 1.008
5 H -1.711 0.377 -0.291  C31 1.149
6 H 0.054 -1.111 4.113  O23 1.043
7 H -0.064 -0.019 0.585  C31 1.123
8 H 1.752 -3.280 1.423  O11 0.961
9 O 3.015 1.253 -2.263  H15 0.953, H37 0.971
10 N -0.376 2.560 -0.224  C22 1.527, H42 1.010, H50 1.052
11 O 1.163 -2.917 2.090  H8 0.961, H21 0.974
12 H -0.291 -1.880 -1.478  O13 0.946
13 O 0.111 -1.910 -2.334  H4 1.008, H12 0.946
14 H 0.722 4.266 3.397  S26 1.316
15 H 3.062 0.672 -3.019  O9 0.953
16 H 1.127 1.628 -3.845  O41 0.964
17 H 0.865 3.120 -3.714  O41 0.943
18 O 1.158 -0.030 3.865  H40 0.946, H49 0.979
19 H -3.174 1.612 -2.501  O54 1.043
20 O 2.719 -0.768 -0.662  H24 0.947, H53 0.997
21 H 0.358 -2.656 1.607  O11 0.974
22 C -0.931 1.965 1.069  N10 1.527, C27 1.500, H28 1.094, C31 1.562
23 O -0.787 -1.723 4.041  H6 1.043, H44 0.965
24 H 1.774 -0.826 -0.683  O20 0.947
25 H -2.390 -2.302 2.241  C35 1.111
26 S 0.521 4.034 2.117  H14 1.316, C27 1.871
27 C 0.034 2.228 2.187  C22 1.500, S26 1.871, H33 1.077, H51 1.123
28 H -1.887 2.430 1.325  C22 1.094
29 O -1.594 -0.758 -4.004  H45 0.971, H56 0.978
30 H 2.924 -0.755 0.920  O48 1.003
31 C -1.075 0.464 0.662  N2 1.480, H5 1.149, H7 1.123, C22 1.562
32 H -3.259 0.504 -0.135  O52 0.976
33 H -0.418 2.111 3.158  C27 1.077
34 H 1.797 -2.161 -2.798  O55 0.981
35 C -2.191 -1.578 1.421  N2 1.445, O3 1.452, H25 1.111, H43 1.113
36 H -1.732 1.662 -2.457  O54 0.967
37 H 3.232 0.684 -1.508  O9 0.971
38 H 2.618 -3.417 -2.800  O55 0.998
39 H -1.283 -0.248 2.657  N2 1.045
40 H 1.189 0.910 3.960  O18 0.946
41 O 1.090 2.453 -4.341  H16 0.964, H17 0.943
42 H 0.563 2.374 -0.545  N10 1.010
43 H -3.025 -1.667 0.690  C35 1.113
44 H -0.493 -2.521 3.584  O23 0.965
45 H -1.979 0.091 -3.731  O29 0.971
46 H -4.464 1.366 -0.113  O52 0.947
47 H -1.254 -3.072 0.365  O3 0.967
48 O 2.754 -0.854 1.904  H1 1.020, H30 1.003
49 H 1.904 -0.303 3.294  O18 0.979
50 H -0.631 3.581 -0.199  N10 1.052
51 H 0.936 1.569 2.076  C27 1.123
52 O -3.636 1.294 -0.566  H32 0.976, H46 0.947
53 H 2.987 -1.434 -1.354  O20 0.997
54 O -2.379 1.615 -3.175  H19 1.043, H36 0.967
55 O 2.742 -2.426 -2.793  H34 0.981, H38 0.998
56 H -1.024 -0.495 -4.755  O29 0.978

Record 2
Computed, not measured: 14 unconnected molecules or ions with the total composition C4H36NO14, with wB97M-V/def2-TZVPD.

Values from the calculation:
**HOMO-LUMO gap**: 0.3336 Ha
**LUMO**: 2.29 eV
**Calculated total energy**: -1282.03992 Ha
**ΔE to the lowest compared entry with this formula, charge and spin**: 3.537 eV
**Total charge**: -1

Bonds (Å) are listed after each position.
Positions of all 55 atoms, in Å:
1 H -0.952 -3.298 2.064  O12 0.921
2 H 0.142 2.217 1.588  C38 1.098
3 H -1.361 -2.855 -0.128  O31 0.969
4 H -1.230 -4.319 0.433  O31 0.952
5 H -1.998 0.541 1.895  C35 1.125
6 H 1.492 2.947 -0.102  O7 1.135
7 O 2.479 2.647 -0.576  H6 1.135, H55 0.910
8 H 1.428 -0.654 3.072  O30 0.960
9 N -0.564 -0.013 -0.057  H13 0.921, H25 0.920, C43 1.512
10 H 0.579 -1.128 -3.671  O49 0.993
11 H 0.531 -3.049 2.014  O12 0.936
12 O -0.139 -3.583 2.391  H1 0.921, H11 0.936
13 H -0.874 0.805 -0.345  N9 0.921
14 H 0.080 1.433 -1.970  O53 1.083
15 O 3.697 -1.457 2.090  H44 1.020, H51 0.945
16 H 1.586 1.461 1.089  C38 1.069
17 H 1.627 1.531 -2.668  O53 0.963
18 H -1.279 -0.108 3.395  C35 1.148
19 H -3.755 0.702 -1.630  O26 1.018
20 O 0.529 -3.657 -1.504  H39 0.945, H46 0.954
21 H -1.180 -2.701 -3.020  O45 0.944
22 H 2.041 1.970 3.565  C37 1.141
23 H -0.661 3.322 -0.294  O34 0.950
24 H -1.417 -1.368 2.004  C35 1.120
25 H -0.013 -0.388 -0.691  N9 0.920
26 O -3.174 0.402 -2.410  H19 1.018, H52 0.989
27 H 0.626 -0.721 1.619  C43 1.063
28 O -3.286 2.503 -0.108  H40 1.032, H48 0.910
29 H 0.260 1.579 4.027  C37 1.158
30 O 1.624 0.056 3.689  H8 0.960, C37 1.452
31 O -1.837 -3.610 0.247  H3 0.969, H4 0.952
32 O 3.344 -0.539 -0.673  H36 1.122, H41 1.015
33 H -0.009 -0.391 -2.530  O49 1.021
34 O -0.178 4.122 -0.122  H23 0.950, H54 0.975
35 C -1.324 -0.282 2.261  H5 1.125, H18 1.148, H24 1.120, C43 1.632
36 H 2.311 -0.114 -0.561  O32 1.122
37 C 1.121 1.357 3.285  H22 1.141, H29 1.158, O30 1.452, C38 1.561
38 C 0.767 1.333 1.764  H2 1.098, H16 1.069, C37 1.561, C43 1.536
39 H 1.239 -3.234 -1.962  O20 0.945
40 H -2.459 2.510 -0.725  O28 1.032
41 H 3.813 0.180 -1.215  O32 1.015
42 H -1.064 2.614 -2.529  O50 0.933
43 C -0.020 0.080 1.350  N9 1.512, H27 1.063, C35 1.632, C38 1.536
44 H 3.716 -1.158 1.114  O15 1.020
45 O -2.123 -2.690 -3.059  H21 0.944, H47 0.986
46 H -0.242 -3.626 -2.065  O20 0.954
47 H -2.409 -2.061 -2.356  O45 0.986
48 H -3.911 1.977 -0.510  O28 0.910
49 O 0.135 -1.361 -2.814  H10 0.993, H33 1.021
50 O -1.219 2.228 -1.693  H42 0.933
51 H 3.662 -0.681 2.628  O15 0.945
52 H -2.287 0.662 -2.059  O26 0.989
53 O 1.039 0.966 -2.155  H14 1.083, H17 0.963
54 H -1.034 4.581 -0.028  O34 0.975
55 H 2.135 2.321 -1.353  O7 0.910

Record 3
Computed, not measured: 15 unconnected molecules or ions with the total composition C4H36O16, with wB97M-V/def2-TZVPD.

Values from the calculation:
**HOMO-LUMO gap**: 0.3661 Ha
**LUMO**: -0.18 eV
**Calculated total energy**: -1377.83419 Ha
**ΔE to the lowest compared entry with this formula, charge and spin**: 3.653 eV
**Total charge**: 0

Bonds (Å) are listed after each position.
Positions of all 56 atoms, in Å:
1 H -1.306 -2.130 -2.956  O4 0.958
2 H -3.790 -2.463 0.614  O25 0.963
3 O -0.711 2.064 2.862  H19 0.973, H50 0.959
4 O -1.475 -1.360 -3.499  H1 0.958, H13 0.984
5 H -2.400 3.497 -0.741  C31 1.118
6 H 1.775 -2.046 3.891  O8 0.963
7 H -1.784 1.513 0.994  C41 1.103
8 O 0.931 -1.590 3.805  H6 0.963, H36 0.989
9 H -0.491 -3.143 -1.491  O43 0.965
10 H -2.958 0.266 -1.845  O34 0.995
11 C -0.364 0.610 -0.441  C15 1.500, H38 1.107, C41 1.545, H54 1.104
12 O 1.930 -0.660 -2.930  H27 0.964, H32 0.964
13 H -2.305 -0.983 -3.129  O4 0.984
14 H 1.017 -2.869 -1.319  O43 0.956
15 C 0.399 -0.010 0.692  C11 1.500, H17 1.091, O18 1.451, H49 1.088
16 H 3.319 -0.321 -1.860  O20 0.974
17 H 0.766 0.843 1.264  C15 1.091
18 O 1.590 -0.742 0.306  C15 1.451, H51 0.962
19 H -1.052 1.182 3.094  O3 0.973
20 O 3.901 -0.691 -1.172  H16 0.974, H26 0.960
21 H -0.509 -2.883 1.175  O35 0.964
22 H -4.413 -0.234 -1.986  O34 0.969
23 O -1.747 -0.500 3.610  H48 0.961, H56 0.974
24 H -0.962 1.543 -3.456  O28 0.977
25 O -3.032 -1.926 0.359  H2 0.963, H55 0.995
26 H 4.156 -1.584 -1.414  O20 0.960
27 H 1.158 -1.236 -2.892  O12 0.964
28 O -0.154 1.070 -3.738  H24 0.977, H29 0.974
29 H -0.468 0.175 -3.964  O28 0.974
30 H 2.891 0.770 3.139  O33 0.966
31 C -2.120 2.436 -0.957  H5 1.118, C41 1.473, O53 1.225
32 H 1.539 0.191 -3.162  O12 0.964
33 O 1.989 0.975 3.416  H30 0.966, H45 0.987
34 O -3.511 -0.561 -1.849  H10 0.995, H22 0.969
35 O 0.423 -2.819 1.413  H21 0.964, H52 0.975
36 H 0.628 -1.847 2.899  O8 0.989
37 O 2.788 2.374 -0.659  H40 0.951, H42 0.965
38 H -0.854 -0.113 -1.120  C11 1.107
39 O 1.635 3.326 1.616  H44 0.976, H46 0.973
40 H 2.238 1.881 -1.259  O37 0.951
41 C -1.280 1.756 0.044  H7 1.103, C11 1.545, C31 1.473, H47 1.123
42 H 3.727 2.203 -0.798  O37 0.965
43 O 0.314 -2.902 -1.966  H9 0.965, H14 0.956
44 H 2.312 3.080 0.958  O39 0.976
45 H 1.582 0.078 3.474  O33 0.987
46 H 1.393 2.455 1.976  O39 0.973
47 H -0.517 2.440 0.506  C41 1.123
48 H -1.305 -1.261 3.995  O23 0.961
49 H -0.228 -0.569 1.384  C15 1.088
50 H -0.083 2.352 3.527  O3 0.959
51 H 2.003 -0.141 -0.321  O18 0.962
52 H 1.024 -2.382 0.782  O35 0.975
53 O -2.521 2.022 -2.037  C31 1.225
54 H 0.336 1.018 -1.190  C11 1.104
55 H -3.350 -1.352 -0.389  O25 0.995
56 H -2.074 -0.806 2.745  O23 0.974

Record 4
Computed, not measured: 14 unconnected molecules or ions with the total composition C4H37N2O15, with wB97M-V/def2-TZVPD.

Values from the calculation:
**HOMO-LUMO gap**: 0.3454 Ha
**LUMO**: -2.75 eV
**Calculated total energy**: -1412.37919 Ha
**ΔE to the lowest compared entry with this formula, charge and spin**: 4.253 eV
**Total charge**: +1

Bonds (Å) are listed after each position.
Positions of all 58 atoms, in Å:
1 H -3.057 -0.844 -0.096  O53 1.009
2 O 3.773 -2.139 0.803  H16 1.010, H21 0.971
3 O -1.615 -0.088 -1.700  C14 1.196
4 C 0.195 1.211 -0.884  H6 1.127, C14 1.542, C17 1.533, N52 1.440
5 H 2.099 -1.352 3.589  O24 0.895
6 H -0.538 2.054 -0.735  C4 1.127
7 O -3.570 1.836 1.551  H12 0.969, H20 0.980
8 H 5.055 0.294 -0.349  O22 0.908
9 H 0.218 -2.007 1.614  O43 0.932
10 O -2.757 -3.244 -1.595  H23 0.897, H42 0.918
11 H -0.809 2.436 -4.180  O56 0.902
12 H -4.049 2.368 2.204  O7 0.969
13 H 0.613 3.425 1.305  O18 0.996
14 C -0.476 0.235 -1.871  O3 1.196, C4 1.542, O38 1.406
15 H 2.008 -1.985 -1.533  O33 0.889
16 H 3.217 -2.463 0.025  O2 1.010
17 C 0.459 0.270 0.297  C4 1.533, C26 1.564, H47 1.075, H49 1.085
18 O 0.130 3.825 0.531  H13 0.996, H46 1.013
19 N -0.056 0.908 2.711  C26 1.470, H35 1.040, H51 0.974
20 H -2.650 1.731 1.871  O7 0.980
21 H 3.371 -2.596 1.559  O2 0.971
22 O 4.211 0.039 -0.567  H8 0.908, H27 1.011
23 H -3.627 -3.025 -1.598  O10 0.897
24 O 1.296 -0.968 3.678  H5 0.895, H57 0.999
25 H 1.268 2.000 1.244  C26 1.181
26 C 0.938 0.933 1.629  C17 1.564, N19 1.470, H25 1.181, H30 1.076
27 H 4.038 -0.799 -0.030  O22 1.011
28 H -1.612 -2.694 2.687  O48 0.992
29 H 3.246 -2.455 -2.199  O33 0.897
30 H 1.816 0.322 1.749  C26 1.076
31 H -1.728 3.663 0.133  O54 0.939
32 H -0.441 -0.580 -3.880  O38 1.042
33 O 2.574 -2.661 -1.641  H15 0.889, H29 0.897
34 H -1.261 -3.173 -2.854  O40 0.998
35 H -0.391 -0.040 2.977  N19 1.040
36 H 1.580 1.275 -2.369  N52 1.013
37 H -2.431 -1.680 1.750  O48 0.978
38 O 0.089 -0.124 -3.108  C14 1.406, H32 1.042
39 H 2.290 1.274 -1.024  N52 1.002
40 O -0.582 -2.659 -3.374  H34 0.998, H45 1.012
41 H -2.508 3.845 1.327  O54 0.905
42 H -2.361 -2.445 -1.812  O10 0.918
43 O 0.705 -2.372 0.909  H9 0.932, H55 0.912
44 H 1.468 2.778 -1.466  N52 1.136
45 H 0.231 -2.861 -2.806  O40 1.012
46 H -0.449 4.432 1.099  O18 1.013
47 H 1.170 -0.502 0.060  C17 1.075
48 O -1.568 -1.843 2.179  H28 0.992, H37 0.978
49 H -0.440 -0.288 0.539  C17 1.085
50 H -4.476 -0.658 0.535  O53 0.977
51 H 0.278 1.404 3.480  N19 0.974
52 N 1.453 1.643 -1.434  C4 1.440, H36 1.013, H39 1.002, H44 1.136
53 O -3.695 -1.244 0.575  H1 1.009, H50 0.977
54 O -2.231 4.304 0.598  H31 0.939, H41 0.905
55 H 0.129 -2.998 0.579  O43 0.912
56 O -0.239 2.811 -3.589  H11 0.902, H58 0.974
57 H 0.656 -1.691 3.932  O24 0.999
58 H -0.952 3.160 -3.025  O56 0.974